1.
Computed, not measured: C5H3N as an isolated structure in a non-equilibrium geometry, with ωB97M-V with the def2-TZVPD basis set.

Results
largest force on an atom: 5.343 eV Å⁻¹
total energy: -6715.2769 eV
ΔE to the lowest compared entry with this formula, charge and spin: 125.6 kcal per mole

Geometry as XYZ:
```
9
Properties=species:S:1:pos:R:3:forces:R:3
C 0.421249 -1.020933 0.973979 0.93 -1.44 1.25
C 1.487596 -0.986432 0.296145 -0.19 -0.72 2.59
C -0.185930 -0.027321 -0.805378 0.95 -0.66 -2.07
C -0.666033 -0.119308 0.650491 -0.25 2.04 2.25
C 1.278423 -0.503667 -0.932448 -0.41 2.55 -4.68
N -0.371801 -0.743888 -1.796570 0.14 0.35 1.11
H -1.579968 -0.657546 0.677482 -1.06 -0.09 -0.20
H -0.754841 0.814168 1.344089 0.27 -1.44 -1.41
H 1.885130 -0.142432 -1.792179 -0.39 -0.60 1.15
```
Forces are in eV/Å.

natural (NBO) population analysis, charges in e, atoms 1 to 8: number 1, C, carries 0.102; number 2, C, carries -0.103; number 3, C, carries 0.211; number 4, C, carries -0.532; number 5, C, carries -0.176; number 6, N, carries -0.280; number 7, H, carries 0.260; number 8, H, carries 0.269

2.
Computed, not measured: C40H86Ca3N2O15P2 as an isolated structure in a non-equilibrium geometry, with ωB97M-V with the def2-TZVPD basis set.

Results
largest force on an atom: 4.063 eV Å⁻¹
total energy: -150442.0429 eV

Geometry as XYZ:
```
148
Properties=species:S:1:pos:R:3:forces:R:3
Ca 8.558348 -25.757075 -14.987981 0.59 0.10 0.08
Ca 14.171219 -28.700146 -10.789254 -0.56 0.88 -0.04
Ca 11.913907 -23.235321 -10.037856 0.13 -0.95 -0.03
P 13.523457 -25.495669 -14.421959 -3.22 -2.35 -0.79
O 14.330307 -26.787637 -14.324468 1.45 0.29 -1.17
O 13.934223 -24.361057 -13.529232 0.86 1.40 0.32
O 12.430854 -25.983136 -13.405560 -1.90 0.10 2.28
O 12.564279 -25.249426 -15.615147 2.22 0.19 0.36
P 11.339698 -27.062882 -7.183220 1.62 -0.23 -2.74
O 11.090229 -28.419588 -7.915690 0.35 -0.21 0.27
O 10.906608 -27.363746 -5.770554 0.65 0.02 0.73
O 10.198874 -26.200105 -7.693196 -0.74 1.14 -0.36
O 12.712490 -26.503099 -7.657195 -1.34 -0.46 1.06
C 9.113584 -31.770280 -19.589665 -1.16 -1.49 0.53
C 9.301092 -30.626202 -20.494658 1.06 0.65 -1.33
C 9.843114 -29.585108 -19.523047 -1.16 -0.92 -0.83
O 8.911035 -29.748668 -18.446858 -0.06 0.89 0.92
C 8.468383 -31.102861 -18.348473 1.17 -0.74 -0.76
H 10.060498 -32.263237 -19.369552 0.12 0.22 0.27
H 8.483368 -32.558318 -20.001874 -0.16 0.01 -0.02
H 8.372537 -30.299208 -20.962589 -0.15 0.17 0.26
H 9.981361 -30.825331 -21.322723 0.19 -0.09 0.02
H 9.797776 -28.611835 -20.011704 -0.09 0.30 0.76
H 10.861468 -29.836617 -19.226771 0.11 0.15 0.16
H 7.383056 -31.197460 -18.313370 -0.09 0.46 -0.32
H 8.828479 -31.626857 -17.463120 0.22 0.43 0.37
C 16.131529 -19.124235 -5.743802 0.32 0.11 0.68
C 15.821374 -18.069452 -6.803734 0.57 0.55 -0.74
C 15.158659 -18.837551 -7.954276 0.26 -0.58 0.90
O 14.577870 -19.969058 -7.290800 -0.53 -0.56 0.34
C 15.492732 -20.401018 -6.235628 -0.10 0.13 -1.35
H 15.724772 -18.841277 -4.772942 0.06 0.09 -0.03
H 17.203594 -19.281491 -5.625294 0.00 0.14 0.09
H 16.716256 -17.583582 -7.192596 0.19 0.00 0.17
H 15.220378 -17.257446 -6.394406 -0.33 -0.23 -0.15
H 15.856934 -19.221534 -8.697948 0.58 0.07 0.10
H 14.457162 -18.250322 -8.546858 -0.57 -0.22 0.48
H 16.253357 -21.056263 -6.660134 0.15 -0.02 -0.41
H 15.020733 -21.032354 -5.482819 -0.64 0.46 -0.12
C 21.601537 -27.388774 -9.392674 0.49 -0.16 2.55
C 21.658940 -27.463146 -10.833459 -0.05 0.41 -3.28
C 20.182781 -27.565836 -11.265404 -0.23 -0.59 0.69
O 19.412411 -27.698805 -10.009119 0.25 0.17 -1.76
C 20.165936 -26.964225 -9.084561 0.69 -0.34 0.76
H 22.359174 -26.764581 -8.918890 -0.04 0.15 -0.07
H 21.783781 -28.404018 -9.040307 -0.28 0.00 0.55
H 22.222455 -28.297817 -11.250439 0.04 -0.14 0.32
H 22.083995 -26.591102 -11.330410 0.09 0.24 0.23
H 20.041159 -28.454017 -11.881194 -0.46 0.06 0.15
H 19.893516 -26.678524 -11.828516 -0.34 0.03 0.16
H 19.877806 -27.226237 -8.066502 -0.19 -0.11 -0.07
H 20.032320 -25.887760 -9.191571 -0.04 0.26 -0.24
C 13.839460 -20.632881 -25.150713 0.28 0.81 -0.56
C 14.344645 -21.218735 -23.831831 0.38 0.33 0.65
C 13.052911 -21.636341 -23.074521 2.10 -0.68 -1.19
O 12.314449 -22.124611 -24.168965 -1.31 0.12 -0.09
C 12.462491 -21.198413 -25.262503 -1.67 -0.82 0.51
H 14.413807 -20.871126 -26.045955 0.38 -0.24 0.31
H 13.725743 -19.549229 -25.180138 0.38 0.12 0.40
H 14.967768 -20.566688 -23.219746 0.08 0.23 -0.24
H 14.941405 -22.098705 -24.071919 -0.12 -0.14 0.24
H 12.651885 -20.826393 -22.465212 -0.57 0.19 -0.33
H 13.285903 -22.482119 -22.427628 -0.27 0.03 0.11
H 11.703206 -20.421916 -25.169537 -0.11 0.24 0.20
H 12.178824 -21.728723 -26.171568 0.45 -0.20 -0.01
C 20.079627 -22.115079 -16.707866 0.90 -1.32 1.53
C 20.333660 -21.308187 -17.918122 0.06 -0.11 -2.26
C 20.683704 -19.926952 -17.459491 -0.05 0.10 1.50
O 20.491538 -19.992945 -15.998223 0.84 1.24 -0.44
C 19.682406 -21.096017 -15.687230 -1.60 0.17 -0.83
H 21.013482 -22.460754 -16.264545 0.36 -0.52 -0.52
H 19.424561 -22.980823 -16.805189 -0.13 0.21 -0.12
H 19.458620 -21.248621 -18.565307 -0.14 -0.22 0.01
H 21.152367 -21.673578 -18.538054 -0.11 -0.36 -0.02
H 20.062385 -19.175191 -17.946251 -0.30 0.17 0.42
H 21.712571 -19.655657 -17.695981 0.10 -0.02 0.50
H 18.639436 -20.844734 -15.880048 -0.46 0.29 0.24
H 19.740771 -21.443801 -14.655868 0.51 0.37 0.00
C 16.220652 -28.138232 -22.145722 -1.49 0.13 -1.17
C 16.647289 -27.844527 -20.726392 0.00 0.88 0.07
C 17.042426 -29.174268 -20.142542 -0.66 -0.80 -0.81
O 17.258296 -29.997048 -21.290615 1.69 -1.29 -0.62
C 16.383123 -29.643163 -22.337267 -0.65 1.24 0.75
H 16.711460 -27.553215 -22.923520 0.51 -0.07 0.26
H 15.168453 -27.912527 -22.319016 -0.17 0.21 0.20
H 15.827627 -27.390780 -20.169303 0.31 0.26 0.11
H 17.515430 -27.188846 -20.793624 -0.12 0.17 0.48
H 16.241905 -29.688067 -19.610299 -0.25 0.42 0.50
H 17.922113 -29.126359 -19.500712 0.11 -0.25 -0.30
H 15.413034 -30.119348 -22.194898 -0.19 -0.28 0.14
H 16.660023 -29.832890 -23.374304 0.91 -0.61 0.39
C 14.346385 -16.464639 -16.678374 1.60 -0.05 0.67
C 14.235056 -16.055551 -18.132675 -0.35 0.00 -0.42
C 12.730923 -16.205939 -18.377955 0.42 -0.77 0.85
O 12.306860 -17.226129 -17.410240 -1.00 0.71 -0.28
C 13.339658 -17.564064 -16.476373 0.18 0.06 -1.39
H 14.201821 -15.612685 -16.014011 -0.45 0.06 -0.03
H 15.346647 -16.814555 -16.423186 0.17 -0.07 -0.09
H 14.752588 -16.717812 -18.826703 0.19 -0.28 0.29
H 14.633962 -15.061742 -18.335933 -0.22 0.10 0.12
H 12.525671 -16.576344 -19.382332 -0.18 -0.04 0.08
H 12.199043 -15.267087 -18.223812 -0.21 -0.08 0.21
H 13.700928 -18.535209 -16.814685 0.48 -0.11 0.09
H 13.038678 -17.717459 -15.440050 -0.64 0.46 -0.11
C 17.009977 -33.067889 -8.558804 0.30 -0.78 -0.25
C 16.873665 -33.579343 -10.006824 -0.71 1.73 1.63
N 15.488466 -33.309998 -10.440287 -0.22 -0.95 -1.72
C 15.456873 -33.666263 -11.902704 -0.40 1.33 0.98
C 14.107646 -33.339032 -12.531762 -0.21 -0.73 -0.07
C 14.469864 -34.056635 -9.652780 1.64 -0.83 0.33
C 14.688072 -35.599934 -9.671837 -0.53 1.14 0.25
H 18.073891 -32.940509 -8.358940 -0.10 0.32 0.29
H 16.637659 -33.820055 -7.863297 0.06 -0.02 0.12
H 16.416874 -32.169159 -8.389624 0.34 0.17 -0.12
H 17.518081 -32.953564 -10.624254 0.00 -0.19 -0.22
H 17.252609 -34.601331 -10.012814 -0.32 -0.33 -0.49
H 16.168066 -32.986896 -12.372556 0.29 -0.14 0.00
H 15.839087 -34.680316 -12.019749 -0.34 -0.22 -0.45
H 14.171334 -33.306457 -13.619414 0.09 0.04 0.01
H 13.329957 -34.064841 -12.294053 0.03 -0.14 0.06
H 13.724506 -32.381438 -12.179166 0.22 0.16 0.04
H 13.426397 -33.880781 -9.914223 0.27 0.53 -0.41
H 14.628356 -33.692009 -8.637877 -0.42 -0.11 0.10
H 13.880370 -35.987103 -9.050697 0.07 -0.48 -0.18
H 15.641528 -35.893296 -9.232553 -0.05 -0.02 -0.10
H 14.609327 -35.949650 -10.701207 -0.05 -0.32 0.17
C 3.551912 -23.408120 -15.950300 -1.17 -0.58 0.46
C 4.205235 -22.864505 -17.194150 -0.05 -0.94 -0.04
N 5.216287 -23.837974 -17.731480 0.37 2.45 -0.75
C 4.668046 -24.826945 -18.668097 -0.51 0.07 0.11
C 3.715774 -25.826720 -17.997213 0.67 -0.08 -0.52
C 6.198494 -22.932755 -18.436616 1.09 -1.55 0.72
C 5.773802 -22.306846 -19.719600 0.32 0.60 -0.30
H 2.659893 -23.990328 -16.181439 -0.16 0.06 -0.23
H 3.186643 -22.635429 -15.273815 0.30 0.11 0.08
H 4.151411 -24.146074 -15.417273 0.48 0.45 0.09
H 3.454727 -22.616607 -17.944740 -0.29 -0.19 -0.24
H 4.654633 -21.893111 -16.987906 0.48 -0.28 0.14
H 4.142140 -24.402662 -19.523376 -0.46 0.59 0.03
H 5.479092 -25.321739 -19.202409 0.43 -0.31 0.60
H 4.157483 -26.172589 -17.062675 -0.24 -0.01 0.09
H 2.711619 -25.427793 -17.853638 0.17 0.07 0.18
H 3.622287 -26.680879 -18.667869 -0.09 -0.13 0.06
H 7.092612 -23.519979 -18.646013 0.07 -0.42 -0.10
H 6.589005 -22.181594 -17.750064 -0.42 0.01 0.29
H 6.618274 -21.754490 -20.131739 0.18 -0.04 -0.02
H 5.025502 -21.535448 -19.537700 -0.53 -0.38 -0.45
H 5.549750 -23.093757 -20.439804 -0.56 0.44 -0.15
```
Forces are in eV/Å.

Mulliken population analysis, charges in e, atoms 1 to 8: number 1, Ca, carries 0.486; number 2, Ca, carries 1.144; number 3, Ca, carries 0.846; number 4, P, carries 0.786; number 5, O, carries -0.585; number 6, O, carries -0.471; number 7, O, carries -0.479; number 8, O, carries -0.595

3.
Computed, not measured: C2HClF2O as an isolated structure in a non-equilibrium geometry, with ωB97M-V with the def2-TZVPD basis set.

Results
largest force on an atom: 5.113 eV Å⁻¹
total energy: -22093.2746 eV
ΔE to the lowest compared entry with this formula, charge and spin: 26.6 kcal per mole

Geometry as XYZ:
```
7
Properties=species:S:1:pos:R:3:forces:R:3
C -0.632415 -0.010383 0.903615 4.10 0.10 -2.86
C 0.636110 0.116879 -0.595346 -2.81 -2.41 3.53
O -0.293294 0.008468 2.024394 -0.53 0.02 0.14
F 1.744751 -0.532211 -0.092608 -1.16 1.57 -1.35
F 0.080267 -0.600063 -1.624012 1.11 0.92 1.01
Cl -2.108103 -0.172039 0.136587 -1.99 -0.13 0.03
H 0.572683 1.189349 -0.752630 1.28 -0.08 -0.50
```
Forces are in eV/Å.

Just the natural (NBO) charges please, in e? Sure, here they are: number 1, C, carries 0.424; number 2, C, carries 0.502; number 3, O, carries -0.474; number 4, F, carries -0.323; number 5, F, carries -0.331; number 6, Cl, carries 0.038; number 7, H, carries 0.164

4.
Computed, not measured: one molecule with the formula C3H2FNO in a non-equilibrium geometry, with ωB97M-V with the def2-TZVPD basis set.

Results
largest force on an atom: 4.724 eV Å⁻¹
total energy: -9391.6485 eV
ΔE to the lowest compared entry with this formula, charge and spin: 135.1 kcal per mole

Geometry as XYZ:
```
8
Properties=species:S:1:pos:R:3:forces:R:3
C -0.419566 0.839334 -0.168124 1.20 -4.45 1.04
C -0.756301 -0.681272 0.058879 -0.82 1.30 -0.48
C 0.769689 1.306861 -0.029632 -1.64 2.16 -0.42
N 0.121960 -1.575355 0.026861 1.45 -0.73 0.59
O 1.360291 -1.567015 -0.000399 -1.12 0.23 -0.35
F 2.015382 1.309754 -0.086963 2.01 -0.71 0.04
H -1.298058 1.354675 -0.091164 -1.83 1.93 -0.02
H -1.793394 -0.986984 0.290543 0.74 0.27 -0.41
```
Forces are in eV/Å.

Just the natural (NBO) charges please, in e? Sure, here they are: number 1, C, carries -0.475; number 2, C, carries -0.072; number 3, C, carries 0.524; number 4, N, carries 0.097; number 5, O, carries -0.288; number 6, F, carries -0.239; number 7, H, carries 0.236; number 8, H, carries 0.218